No. 1
The following is a quantum chemistry calculation of C12H32IOP2RuSi as an isolated structure in a non-equilibrium geometry, from the Open Molecules 2025 dataset.

The value obtained for the HOMO-LUMO gap (spin up / spin down) is 6.85 / 5.92 eV. The spin multiplicity is 6. The net charge is +2. The relative energy (zero: lowest compared OMol25 entry of this formula, charge and spin) is 1.042 eV.

```
50
Properties=species:S:1:pos:R:3:forces:R:3
C 0.432 0.301 -3.085 0.02 0.47 -0.97
I 2.416 0.323 1.565 2.43 0.56 0.83
H 1.486 0.333 -3.393 -0.34 -0.02 0.00
H -0.106 1.198 -3.435 0.45 -0.48 0.06
H -0.065 -0.577 -3.529 0.27 0.25 0.24
Ru 0.068 0.122 -1.020 2.29 -0.17 -0.02
P 0.692 2.437 -1.118 0.47 1.68 -0.67
C -0.614 3.291 -0.170 -0.01 -0.09 0.02
C 2.279 3.046 -0.418 -0.16 -0.46 0.19
H 2.462 4.082 -0.736 -0.10 -0.31 0.18
H 1.136 4.357 -2.575 -0.21 -0.35 0.08
H 3.089 2.406 -0.787 0.00 0.21 0.04
H 1.357 2.805 -3.432 -0.11 0.25 0.12
H -0.566 2.975 0.879 -0.08 0.14 -0.15
H 2.249 2.986 0.677 0.10 0.20 -0.23
C 0.726 3.347 -2.718 -0.22 -0.33 0.02
H -0.474 4.379 -0.238 -0.05 -0.27 0.07
H -0.290 3.421 -3.129 0.28 0.01 0.03
H -1.590 3.013 -0.592 0.24 0.20 0.17
P 0.705 -2.108 -1.378 0.74 -1.62 -0.53
C -0.604 -3.183 -0.702 -0.05 0.04 -0.01
C 0.982 -2.777 -3.059 -0.09 0.35 -0.02
H 3.003 -1.833 -0.709 -0.06 -0.27 0.03
H 2.611 -3.565 -0.929 -0.19 0.25 0.16
H 2.083 -2.692 0.546 0.09 -0.03 -0.16
C 2.247 -2.607 -0.533 0.03 0.12 0.00
H 1.719 -2.153 -3.582 -0.17 -0.24 0.08
H 1.355 -3.810 -3.005 -0.16 0.32 0.11
H -0.413 -4.225 -0.990 -0.06 0.21 0.12
H -1.577 -2.863 -1.100 0.22 -0.18 0.11
H 0.042 -2.760 -3.621 0.19 -0.07 0.01
H -0.620 -3.098 0.391 -0.07 -0.10 -0.21
C -1.760 0.164 -1.107 -8.22 0.29 -0.19
O -2.935 0.173 -1.093 4.20 -0.04 -0.08
C -0.328 -1.303 4.189 0.47 -0.04 -0.46
Si -1.329 -0.354 2.947 -1.31 -0.65 1.20
C -2.751 -1.345 2.293 0.17 -0.02 -0.47
C -1.844 1.314 3.585 0.33 0.34 -0.49
C 0.292 -0.202 1.035 -1.50 -0.58 0.82
H -0.862 -1.242 5.147 0.08 0.04 -0.15
H 0.678 -0.891 4.323 -0.17 -0.07 0.16
H -0.237 -2.361 3.915 -0.01 0.21 0.07
H -3.536 -1.327 3.059 0.05 0.02 -0.08
H -3.161 -0.929 1.366 -0.07 -0.08 0.24
H -2.477 -2.391 2.114 -0.06 0.16 0.04
H -0.974 1.960 3.784 -0.32 -0.12 0.06
H -2.513 1.827 2.877 0.15 -0.10 0.27
H -2.386 1.159 4.531 0.15 -0.01 -0.24
H 0.280 -1.274 1.278 -0.10 0.18 0.07
H -0.376 0.450 1.683 0.51 0.22 -0.45
```
Forces are in eV/Å.

***

No. 2
The following is a quantum chemistry calculation of C12H33BeN3O3 as an isolated structure in a non-equilibrium geometry, from the Open Molecules 2025 dataset.

The value obtained for the HOMO-LUMO gap is 10.95 eV. The spin multiplicity is 1. The net charge is +2. The relative energy (zero: lowest compared OMol25 entry of this formula, charge and spin) is 2.111 eV.

```
52
Properties=species:S:1:pos:R:3:forces:R:3
Be 0.029 0.047 0.262 0.69 0.01 0.74
C 0.636 -2.502 2.037 -0.75 -0.48 1.50
C -0.745 -1.778 1.743 1.74 -0.34 2.34
C -0.955 -0.498 2.514 0.53 -1.44 -0.04
O -0.070 0.444 1.935 0.51 0.85 1.89
C 0.052 1.562 2.891 0.33 1.98 -2.80
N -0.652 -1.444 0.347 -2.30 -1.72 -0.27
H 0.827 -2.375 3.136 0.36 -0.39 -1.09
H 1.444 -2.144 1.409 0.06 0.91 0.27
H 0.736 -3.584 1.757 -1.03 0.67 0.57
H -1.607 -2.397 1.992 0.07 -0.40 -0.25
H -0.813 -0.753 3.548 0.66 0.52 0.70
H -1.907 -0.055 2.442 -1.68 0.03 -0.25
H -0.801 2.248 2.784 -0.27 -0.74 0.52
H 0.875 2.242 2.636 0.21 -0.65 -0.46
H 0.276 1.216 3.847 -0.19 -0.83 1.57
H -1.635 -1.220 0.177 -0.53 0.47 -0.68
H -0.738 -2.429 0.127 1.33 -0.02 -2.25
C 1.665 -0.685 -2.045 1.58 -2.54 -1.10
C 2.462 -0.604 -0.800 -0.23 -1.11 -0.20
C 3.625 0.311 -0.962 1.79 -1.12 -1.29
O 3.100 1.585 -1.027 0.92 1.37 -1.23
C 4.008 2.565 -1.572 1.00 -0.96 0.09
N 1.602 0.122 0.074 3.71 0.82 4.46
H 1.303 0.248 -2.417 -0.55 0.68 0.29
H 0.916 -1.481 -1.881 0.20 0.55 -0.88
H 2.465 -0.923 -2.750 -0.83 -0.83 -0.85
H 2.759 -1.547 -0.250 -0.25 0.53 -1.52
H 4.256 0.073 -1.833 -0.40 -0.01 0.06
H 4.262 0.253 -0.125 1.04 -0.17 1.32
H 3.853 2.666 -2.626 -0.42 0.26 -0.58
H 5.091 2.325 -1.461 -0.85 -0.27 0.36
H 3.805 3.417 -1.003 -0.18 1.66 0.36
H 2.022 1.071 -0.245 -1.77 -0.11 1.40
H 2.185 -0.128 0.992 -2.36 1.53 -1.43
C -1.659 -0.121 -2.559 0.01 -1.15 -0.07
C -1.941 0.891 -1.491 0.43 -0.88 0.17
C -3.075 0.650 -0.520 -1.19 0.11 -0.27
O -3.064 -0.623 0.053 0.57 -0.99 0.22
C -4.343 -0.989 0.478 -0.83 -0.22 -0.76
N -0.769 1.166 -0.619 0.57 5.46 -1.32
H -1.626 -1.132 -2.153 0.54 0.00 0.00
H -0.880 0.056 -3.299 0.81 0.33 0.85
H -2.418 -0.215 -3.281 -1.91 0.25 -0.49
H -2.046 1.839 -1.909 -1.21 1.47 -1.21
H -4.075 0.740 -1.012 0.83 0.66 0.32
H -2.912 1.285 0.369 -0.74 0.76 -0.68
H -4.424 -1.806 1.133 0.84 -1.33 0.76
H -4.906 -1.215 -0.388 -0.83 -0.47 -1.01
H -4.871 -0.225 0.960 -0.45 1.67 0.86
H -1.188 2.064 -0.161 1.19 -2.22 0.31
H -0.111 1.796 -1.233 -0.77 -2.15 1.06
```
Forces are in eV/Å.

***

No. 3
The following is a quantum chemistry calculation of C12H33BrMnN3O3 as an isolated structure in a non-equilibrium geometry, from the Open Molecules 2025 dataset.

The value obtained for the HOMO-LUMO gap (spin up / spin down) is 7.12 / 6.66 eV. The spin multiplicity is 6. The net charge is +1. The relative energy (zero: lowest compared OMol25 entry of this formula, charge and spin) is 0.330 eV.

```
53
Properties=species:S:1:pos:R:3:forces:R:3
Mn 2.023 0.061 0.644 -1.60 -0.98 -1.00
Br -0.109 0.034 -0.889 0.62 0.18 0.50
C -5.599 1.597 -1.709 -0.26 0.13 -0.25
C -4.179 1.707 -1.213 0.37 -0.51 -0.18
C -3.972 2.839 -0.222 0.07 0.10 0.16
O -4.476 4.084 -0.641 -0.07 0.12 -0.16
C -3.774 4.666 -1.724 -0.38 -0.13 0.17
N -3.768 0.449 -0.548 0.54 0.14 -0.17
H -6.296 1.369 -0.903 0.08 -0.03 0.08
H -5.679 0.816 -2.469 0.00 -0.06 0.08
H -5.921 2.529 -2.176 0.03 0.00 0.05
H -3.514 1.879 -2.072 -0.13 0.14 -0.06
H -2.892 2.924 -0.008 -0.06 -0.01 0.07
H -4.493 2.603 0.707 0.02 -0.05 0.01
H -3.759 4.005 -2.593 0.20 -0.01 -0.01
H -2.760 4.939 -1.415 0.08 -0.03 -0.14
H -4.328 5.557 -2.011 0.09 0.10 0.09
H -3.658 -0.270 -1.262 -0.42 -0.01 0.01
H -2.794 0.568 -0.265 -0.17 0.08 0.26
C -0.709 -2.900 1.245 0.01 -0.24 0.31
C 0.315 -2.431 2.264 -0.30 0.66 -0.72
C 0.702 -3.480 3.253 -0.13 -0.47 0.50
O 1.606 -2.880 4.151 0.20 -0.09 0.13
C 1.923 -3.726 5.252 0.33 -0.23 -0.53
N 1.572 -1.934 1.579 0.22 0.28 0.71
H -0.967 -2.091 0.569 0.02 -0.13 -0.12
H -1.613 -3.214 1.768 -0.01 0.09 0.01
H -0.361 -3.782 0.697 0.10 0.15 -0.13
H -0.112 -1.585 2.805 0.14 0.04 0.06
H 1.157 -4.357 2.761 0.04 0.10 -0.03
H -0.184 -3.851 3.787 0.00 0.12 -0.07
H 2.328 -4.681 4.892 -0.15 0.03 0.02
H 1.030 -3.919 5.847 0.07 0.08 0.20
H 2.718 -3.242 5.809 -0.21 0.13 0.24
H 1.816 -2.654 0.902 0.05 0.13 -0.11
H 2.288 -2.000 2.313 -0.05 -0.19 -0.06
C 4.515 -0.708 -2.940 -0.23 -0.06 -0.30
C 4.020 -0.147 -1.622 0.49 0.15 0.10
C 3.324 1.175 -1.814 -0.12 0.29 -0.25
O 2.725 1.628 -0.587 0.49 0.03 0.05
C 2.006 2.845 -0.818 -0.87 0.30 0.09
N 3.110 -1.078 -0.904 0.30 -0.18 -0.48
H 5.350 -0.141 -3.347 0.07 0.02 0.13
H 3.729 -0.695 -3.700 -0.05 -0.12 0.09
H 4.831 -1.740 -2.787 0.13 0.02 -0.13
H 4.900 0.031 -0.996 -0.19 -0.17 0.25
H 2.552 1.100 -2.588 -0.14 -0.05 0.17
H 4.028 1.951 -2.122 0.13 -0.13 -0.10
H 1.587 3.190 0.125 0.25 0.00 0.09
H 1.152 2.651 -1.472 0.19 -0.08 -0.08
H 2.648 3.609 -1.253 0.19 -0.08 0.09
H 3.606 -1.955 -0.755 0.11 0.16 0.23
H 2.353 -1.346 -1.542 -0.09 0.28 0.14
```
Forces are in eV/Å.

***

No. 4
The following is a quantum chemistry calculation of C12H33CsN3O3 as an isolated structure in a non-equilibrium geometry, from the Open Molecules 2025 dataset.

The value obtained for the HOMO-LUMO gap is 6.89 eV. The spin multiplicity is 1. The net charge is +1. The relative energy (zero: lowest compared OMol25 entry of this formula, charge and spin) is 3.933 eV.

```
52
Properties=species:S:1:pos:R:3:forces:R:3
Cs -2.230 2.795 1.803 0.05 -0.03 0.06
C -0.051 -5.129 1.194 -1.17 -0.77 0.91
C -1.359 -4.843 0.441 0.78 -1.98 -1.39
C -2.695 -5.571 0.971 2.17 -0.19 -1.49
O -2.650 -6.985 0.760 -0.21 0.03 -0.04
C -2.969 -7.477 -0.565 -0.12 0.88 0.39
N -1.546 -3.459 0.233 -1.27 2.77 0.60
H -0.191 -4.773 2.214 0.41 0.23 0.15
H 0.862 -4.734 0.748 -0.35 0.33 -0.12
H 0.078 -6.209 1.274 0.02 -0.12 -0.05
H -1.119 -5.121 -0.585 -0.45 -1.54 -0.09
H -3.555 -5.179 0.428 -0.09 0.33 -0.04
H -2.766 -5.317 2.029 -0.23 -0.54 0.14
H -3.736 -6.880 -1.058 -0.26 0.35 0.22
H -3.389 -8.481 -0.500 0.37 0.01 0.34
H -2.126 -7.449 -1.255 0.34 -0.18 0.27
H -1.356 -3.191 -0.722 0.29 -0.04 -0.01
H -2.537 -3.280 0.314 -0.24 0.46 0.21
C -0.602 1.728 -5.860 -1.09 -0.37 -0.74
C -0.647 2.718 -7.017 4.86 -1.67 -0.85
C -0.527 2.193 -8.450 -1.02 -2.13 -1.21
O 0.502 1.248 -8.686 0.93 2.06 2.26
C 0.415 0.369 -9.732 -0.24 -1.29 0.37
N -1.718 3.570 -6.901 -2.22 1.33 0.22
H 0.061 0.873 -5.988 0.01 0.23 -0.06
H -1.641 1.403 -5.794 -0.09 -0.59 0.35
H -0.381 2.274 -4.943 0.21 -0.06 0.04
H 0.227 3.340 -6.825 0.96 -0.14 -0.36
H -0.535 2.875 -9.301 0.31 1.20 0.54
H -1.441 1.646 -8.681 -0.71 -0.18 0.37
H -0.626 0.134 -9.951 -0.16 -0.01 -0.39
H 0.854 -0.509 -9.258 0.11 -0.55 -0.81
H 0.980 0.632 -10.627 -0.10 0.30 -0.08
H -1.379 4.356 -7.438 -0.88 0.85 0.16
H -1.626 3.783 -5.918 -0.87 1.04 0.19
C 1.936 1.803 6.852 -0.28 -2.82 -0.97
C 1.764 3.157 7.337 -0.61 2.22 0.27
C 2.511 4.214 6.526 1.39 -0.10 0.37
O 3.917 3.940 6.664 -0.61 1.17 -0.66
C 4.468 4.506 7.836 0.73 -1.28 0.44
N 0.337 3.441 7.368 -0.52 0.06 -0.75
H 1.213 1.493 6.098 -0.22 0.76 -0.64
H 1.592 1.108 7.618 0.77 -0.26 0.44
H 2.895 1.523 6.415 0.19 0.16 0.63
H 2.041 3.202 8.391 1.06 0.15 -0.05
H 2.358 5.246 6.841 -0.43 0.03 0.48
H 2.312 4.258 5.455 -0.31 -0.69 -0.06
H 4.272 3.779 8.624 0.19 0.21 0.53
H 4.140 5.485 8.187 -0.49 0.17 -0.58
H 5.546 4.554 7.687 -0.03 0.01 0.01
H 0.172 4.291 7.886 -0.24 -0.04 0.24
H -0.053 2.650 7.860 -0.63 0.23 0.22
```
Forces are in eV/Å.

***

No. 5
The following is a quantum chemistry calculation of C12H33F2N3O3Pd2 as an isolated structure in a non-equilibrium geometry, from the Open Molecules 2025 dataset.

The value obtained for the HOMO-LUMO gap (spin up / spin down) is 6.92 / 3.69 eV. The spin multiplicity is 5. The net charge is +2.

```
55
Properties=species:S:1:pos:R:3:forces:R:3
Pd -0.639 -1.476 3.383 -0.21 2.03 -1.14
Pd 0.668 1.777 3.396 -2.26 -0.26 -1.77
F -0.067 0.324 1.927 0.42 -0.72 1.35
F -0.672 0.427 4.677 0.78 -1.04 -1.34
C 0.709 4.817 0.146 -0.53 0.99 0.45
C 0.285 4.073 1.409 -2.02 0.65 -1.29
C -1.177 3.548 1.354 2.10 0.56 -0.06
O -1.297 2.880 2.630 -0.28 0.49 0.00
C -2.643 2.495 2.829 -2.03 0.08 -0.45
N 1.216 2.980 1.588 0.95 -0.45 1.58
H 1.130 4.178 -0.631 -0.07 -0.03 0.00
H 1.410 5.597 0.443 0.36 -0.17 -0.27
H -0.142 5.379 -0.239 -0.03 -0.12 -0.28
H 0.282 4.755 2.259 0.42 -0.16 0.15
H -1.386 2.970 0.453 0.29 -1.14 0.29
H -1.863 4.373 1.166 -0.12 0.31 1.08
H -2.952 2.092 3.793 1.17 -0.85 -0.10
H -2.961 1.968 1.929 -0.03 -0.92 0.42
H -3.362 3.314 2.825 0.60 1.05 -0.23
H 1.282 2.480 0.713 -0.33 -0.81 -0.25
H 2.121 3.426 1.620 0.59 0.01 0.42
C -1.807 -4.667 1.676 -0.43 -0.31 0.25
C -0.690 -3.731 1.110 -1.79 -2.25 0.39
C -0.325 -3.956 -0.350 -1.24 -0.70 -0.90
O -1.452 -4.000 -1.242 0.28 0.53 1.77
C -1.211 -4.690 -2.436 -1.01 -0.65 -1.30
N -1.029 -2.315 1.313 0.57 0.56 0.89
H -1.757 -5.709 1.361 0.55 0.15 -0.69
H -2.858 -4.428 1.509 0.16 0.61 -0.38
H -1.720 -4.828 2.750 0.21 0.58 0.29
H 0.151 -4.129 1.678 0.65 1.06 0.06
H 0.074 -4.967 -0.434 0.99 0.29 0.22
H 0.318 -3.111 -0.597 0.64 -0.45 -0.48
H -0.895 -5.733 -2.418 1.28 0.04 1.05
H -0.632 -4.088 -3.136 0.05 -0.21 -0.07
H -2.177 -4.974 -2.854 -0.41 1.11 -0.26
H -0.398 -1.705 0.814 1.12 0.31 0.03
H -1.831 -2.087 0.744 -1.32 -0.19 0.49
C 1.202 -1.336 -2.403 1.40 -0.10 -0.69
C 1.459 -0.323 -1.299 -0.54 1.05 0.22
C 2.614 0.741 -1.569 0.46 -1.60 0.12
O 2.217 1.911 -2.155 -0.98 2.69 -1.04
C 2.162 1.966 -3.586 0.05 -1.81 -0.50
N 0.179 0.371 -1.080 -0.16 0.11 0.54
H 1.135 -0.812 -3.357 -0.46 -0.07 -0.03
H 0.350 -2.002 -2.266 -0.18 0.54 0.13
H 2.064 -1.988 -2.544 0.23 -0.10 0.12
H 1.700 -0.829 -0.364 0.23 -0.19 0.11
H 3.405 0.239 -2.127 0.14 -0.07 -0.34
H 3.122 1.136 -0.688 -0.26 -0.73 0.74
H 1.369 1.278 -3.877 0.10 -0.13 -0.45
H 3.119 1.628 -3.986 0.05 -0.31 -0.02
H 1.965 2.878 -4.149 -0.14 0.71 1.33
H 0.183 1.241 -1.593 -0.11 0.11 -0.40
H 0.053 0.638 -0.114 0.08 -0.05 0.25
```
Forces are in eV/Å.

***

No. 6
The following is a quantum chemistry calculation of C12H33I2N5O2SiSn as an isolated structure, from the Open Molecules 2025 dataset.

The value obtained for the HOMO-LUMO gap is 7.05 eV. The spin multiplicity is 1. The net charge is +2. The relative energy (zero: lowest compared OMol25 entry of this formula, charge and spin) is 0.000 eV.

```
56
Properties=species:S:1:pos:R:3:forces:R:3
Sn -0.278 0.313 -0.210 0.02 -0.07 0.02
C 0.241 5.882 0.193 0.00 -0.06 0.00
O 0.756 4.626 -0.297 -0.01 0.05 0.01
C 0.089 3.507 -0.145 0.10 -0.09 -0.07
O 0.550 2.465 -0.606 0.03 0.10 -0.03
N -1.090 3.538 0.521 -0.07 0.02 0.10
N -1.812 2.345 0.654 -0.03 0.02 -0.03
H 0.975 6.623 -0.097 0.02 0.01 -0.01
H 0.159 5.863 1.280 0.00 -0.01 0.00
H -0.713 6.115 -0.280 0.00 0.00 0.00
H -1.462 4.389 0.909 -0.03 0.00 -0.01
H -2.699 2.428 0.169 -0.01 0.01 0.00
H -1.981 2.153 1.635 -0.02 0.00 0.07
N -1.169 -2.880 -3.736 0.00 -0.01 0.05
C -0.995 -2.796 -2.225 0.01 -0.03 -0.01
C -2.237 -3.365 -1.565 -0.03 -0.01 -0.02
C -2.102 -3.363 -0.041 0.05 -0.01 0.00
N -2.173 -1.978 0.467 -0.02 -0.01 -0.03
C -0.804 -4.060 0.374 -0.02 0.04 0.06
C 0.464 -3.565 -0.321 -0.06 0.09 -0.01
N 0.856 -2.226 0.161 -0.03 -0.08 -0.02
C 0.268 -3.547 -1.841 0.04 -0.01 -0.03
H -2.010 -2.387 -4.042 -0.01 0.01 0.00
H -1.256 -3.855 -4.036 0.00 -0.02 0.00
H -0.370 -2.476 -4.228 0.03 0.01 -0.01
H -0.897 -1.733 -2.006 0.01 0.04 0.00
H -2.387 -4.400 -1.895 0.00 0.01 0.01
H -3.126 -2.798 -1.859 0.01 -0.01 0.00
H -2.929 -3.962 0.350 -0.03 0.01 0.02
H -2.120 -1.995 1.480 0.01 -0.02 0.04
H -3.090 -1.596 0.253 -0.02 -0.02 0.01
H -0.915 -5.126 0.158 0.00 0.01 -0.02
H -0.675 -3.993 1.456 -0.01 -0.02 -0.02
H 1.254 -4.290 -0.113 0.03 -0.02 0.02
H 1.827 -2.044 -0.080 0.00 -0.02 -0.01
H 0.816 -2.220 1.177 0.02 0.01 -0.01
H 0.196 -4.585 -2.189 0.01 0.02 0.01
H 1.148 -3.103 -2.319 -0.02 0.00 0.00
I 2.998 0.269 -1.645 0.03 0.04 0.03
I 4.119 1.738 0.253 0.01 -0.01 -0.01
C 0.840 0.752 4.798 0.00 0.02 0.03
Si -0.132 -0.035 3.417 -0.01 0.04 -0.01
C -1.936 0.490 3.556 -0.03 -0.02 0.04
C -0.040 -1.899 3.614 0.03 -0.01 0.05
C 0.590 0.524 1.774 0.05 -0.01 -0.04
H 0.445 0.460 5.774 0.02 0.01 -0.03
H 0.809 1.843 4.741 0.00 -0.03 0.00
H 1.890 0.449 4.762 -0.03 0.01 0.00
H -2.369 0.097 4.481 0.01 0.01 -0.05
H -2.561 0.126 2.733 0.01 0.02 0.01
H -2.043 1.578 3.624 0.02 -0.02 0.00
H -0.384 -2.173 4.615 0.02 0.01 -0.03
H 0.986 -2.267 3.524 -0.03 0.02 0.00
H -0.665 -2.448 2.909 -0.02 -0.03 0.00
H 1.600 0.096 1.707 -0.03 0.00 -0.02
H 0.762 1.604 1.867 0.01 0.00 0.00
```
Forces are in eV/Å.